No. 1
Here is 2 unconnected molecules or ions with the total composition C4H11NO2 in a non-equilibrium geometry from OMol25. Energies are from wB97M-V/def2-TZVPD.

SMILES ... CCC(=O)NC.O
Charge ... 0
LUMO energy ... 0.0174 Ha
Gap between HOMO and LUMO ... 9.817 eV
HOMO energy ... -9.34 eV

Last column: natural (NBO) charge in e.
CARTESIAN COORDINATES (ANGSTROEM)
C: 0.210 2.056 -0.338  -0.602
C: -0.657 1.200 -1.260  -0.492
C: -0.004 -0.169 -1.428  0.684
O: 0.464 -0.561 -2.478  -0.610
N: -0.066 -0.944 -0.302  -0.650
C: 0.841 -2.047 -0.035  -0.406
H: 0.295 1.583 0.642  0.199
H: -0.140 3.074 -0.171  0.214
H: 1.230 2.107 -0.725  0.214
H: -1.651 1.056 -0.828  0.206
H: -0.778 1.577 -2.274  0.231
H: -0.790 -0.852 0.393  0.408
H: 1.706 -2.046 -0.686  0.225
H: 1.198 -1.947 0.995  0.181
H: 0.321 -3.006 -0.073  0.194
O: -0.897 -0.675 2.826  -0.951
H: -1.336 0.156 2.800  0.476
H: 0.055 -0.560 2.942  0.480

=====

No. 2
Here is a molecular structure, C27H35CdN5O2P2 in a non-equilibrium geometry from OMol25. Energies are from wB97M-V/def2-TZVPD.

Charge ... 0
LUMO energy (alpha / beta) ... -0.0330 / -0.1082 Ha
Gap between HOMO and LUMO (alpha / beta) ... 7.364 / 3.995 eV
HOMO energy (alpha / beta) ... -8.26 / -6.94 eV

Last column: Löwdin charge in e.
CARTESIAN COORDINATES (ANGSTROEM)
Cd: -0.485 -3.234 4.018  0.758
C: -0.593 2.265 5.018  -0.123
C: -1.164 1.590 4.019  -0.092
C: -0.722 1.422 2.592  -0.216
C: 0.474 0.504 2.315  -0.187
C: 1.822 0.977 2.800  -0.110
C: 2.144 2.062 3.500  -0.107
C: 1.326 3.297 3.666  -0.196
C: 0.425 3.334 4.932  -0.186
C: 0.669 -2.108 5.555  -0.361
H: -0.973 2.046 6.017  0.087
H: -2.047 0.972 4.242  0.094
H: -0.562 2.368 2.074  0.092
H: -1.589 0.946 2.110  0.080
H: 0.242 -0.507 2.686  0.068
H: 0.569 0.374 1.236  0.083
H: 2.605 0.234 2.614  0.096
H: 3.142 2.112 3.974  0.111
H: 0.716 3.515 2.798  0.094
H: 2.034 4.123 3.783  0.108
H: 1.050 3.243 5.825  0.109
H: -0.057 4.327 4.990  0.121
H: 0.257 -2.234 6.566  -0.057
H: 0.806 -1.042 5.348  -0.059
H: 1.634 -2.633 5.515  -0.068
P: 1.341 -1.192 -1.915  1.090
P: -1.911 -0.947 -1.739  1.068
N: 2.745 -0.141 -2.072  -0.279
N: 2.043 -2.446 -3.006  -0.257
N: -2.052 0.833 -1.689  -0.257
N: -3.554 -1.157 -2.308  -0.282
C: 0.381 -0.328 -3.270  -0.399
C: -1.043 -0.905 -3.399  -0.396
C: 3.495 0.262 -0.962  -0.147
C: 4.512 1.098 -1.395  -0.099
C: 4.413 1.200 -2.814  -0.086
C: 3.327 0.429 -3.207  -0.143
C: 2.291 -3.746 -2.549  -0.155
C: 2.844 -4.490 -3.590  -0.100
C: 2.940 -3.626 -4.732  -0.086
C: 2.442 -2.385 -4.345  -0.152
C: -1.828 1.458 -0.465  -0.160
C: -1.824 2.836 -0.646  -0.083
C: -2.046 3.075 -2.038  -0.079
C: -2.155 1.834 -2.655  -0.171
C: -4.328 -0.413 -3.209  -0.130
C: -5.469 -1.135 -3.520  -0.088
C: -5.408 -2.366 -2.787  -0.103
C: -4.237 -2.359 -2.053  -0.157
H: 0.881 -0.428 -4.246  0.056
H: 0.356 0.747 -3.008  0.085
H: -1.624 -0.326 -4.139  0.071
H: -1.019 -1.959 -3.737  0.084
H: 3.214 -0.082 0.021  0.081
H: 5.250 1.582 -0.772  0.090
H: 5.054 1.758 -3.484  0.093
H: 2.914 0.266 -4.191  0.083
H: 2.044 -4.015 -1.537  0.088
H: 3.145 -5.523 -3.553  0.085
H: 3.317 -3.868 -5.714  0.090
H: 2.330 -1.485 -4.927  0.077
H: -1.695 0.835 0.399  0.050
H: -1.684 3.578 0.127  0.089
H: -2.123 4.034 -2.533  0.095
H: -2.299 1.588 -3.701  0.095
H: -4.004 0.554 -3.561  0.079
H: -6.252 -0.814 -4.195  0.093
H: -6.145 -3.156 -2.811  0.090
H: -3.797 -3.084 -1.388  0.090
O: -1.655 -0.260 6.682  0.044
N: -2.536 -1.085 6.483  -0.085
O: -2.315 -2.196 5.957  -0.112

=====

No. 3
Here is a molecular structure, C6H12N2PSSn in a non-equilibrium geometry from OMol25. Energies are from wB97M-V/def2-TZVPD.

Charge ... +1
LUMO energy (alpha / beta) ... -0.1900 / -0.1900 Ha
Gap between HOMO and LUMO (alpha / beta) ... 5.962 / 5.961 eV
HOMO energy (alpha / beta) ... -11.13 / -11.13 eV

Last column: natural (NBO) charge in e.
CARTESIAN COORDINATES (ANGSTROEM)
C: 2.359 -0.466 -0.293  -0.415
C: 3.417 0.335 -0.645  -0.342
C: 3.356 1.725 -0.880  0.039
C: 2.168 2.477 -1.034  -0.347
C: 0.905 2.074 -0.753  -0.424
Sn: 0.654 0.476 0.660  0.921
P: 0.179 -2.363 1.041  0.033
H: 2.405 -1.555 -0.342  0.200
H: 4.431 -0.102 -0.772  0.227
H: 4.326 2.216 -1.082  0.233
H: -0.004 2.562 -1.142  0.222
H: 2.381 3.482 -1.418  0.222
H: -0.494 -2.615 2.291  0.039
H: 1.241 -3.292 1.113  0.045
H: -0.686 -2.984 0.079  0.032
N: -3.240 -1.246 1.014  -0.759
C: -2.956 -0.258 0.154  0.366
N: -3.806 0.787 0.147  -0.749
S: -1.526 -0.156 -0.806  -0.232
H: -4.110 -1.283 1.545  0.417
H: -2.659 -2.083 1.008  0.425
H: -3.641 1.524 -0.531  0.437
H: -4.698 0.743 0.646  0.410